(1)
Computed, not measured: C31H33BiGeN6O2Se as an isolated structure, with the ωB97M-V functional and the def2-TZVPD basis.

```
75
C31H33BiGeN6O2Se | the Open Molecules 2025 dataset | the ωB97M-V functional and the def2-TZVPD basis
H 0.985 -3.116 -3.119
H 1.025 -3.041 -1.340
H -3.471 -2.604 2.748
C 4.809 -0.604 -0.115
H 5.708 -0.129 -0.483
H -1.147 -7.364 5.535
C -4.410 -0.039 1.047
C -0.102 3.424 -2.290
O -1.254 1.453 -1.446
H -3.187 -3.355 -4.886
C 1.240 2.918 -2.082
H -3.130 1.152 -0.246
C 1.263 -2.516 -2.255
H -3.397 2.676 -1.995
H 2.205 3.713 -3.822
C 0.939 -7.842 3.113
H 2.298 -4.210 1.992
C 1.338 -2.422 1.288
Bi 0.115 0.499 -0.038
N -2.116 -0.408 0.618
H -1.051 -3.800 -0.378
H -1.900 -3.923 2.612
H -1.199 -5.082 4.585
C -1.508 -1.418 -2.925
C -2.625 4.506 -2.782
H -1.707 -4.293 -4.658
H 1.613 -6.453 1.629
N 0.188 -8.104 4.172
C -4.105 -2.677 -1.665
H -2.139 -0.593 -2.593
C -2.512 3.254 -2.222
H -4.672 -2.017 -2.317
H -1.580 6.226 -3.548
H -1.455 -1.346 -4.015
H 0.623 5.261 -3.144
C -0.553 -7.123 4.664
C -3.388 -1.779 2.059
C -0.591 -5.846 4.122
C -0.944 -2.267 1.631
C 0.992 -6.599 2.501
H -4.702 -3.568 -1.490
N 2.454 -0.630 0.095
H 2.320 -2.272 -2.307
H -3.251 -4.927 -4.095
C 2.577 -1.769 0.788
H 1.530 -8.664 2.733
N 0.189 -1.745 1.140
H 2.591 4.549 -2.328
H 3.290 2.956 -2.628
C 0.202 -4.237 2.389
C 2.403 3.568 -2.763
C -1.262 2.688 -1.948
C -2.659 -4.022 -4.206
H -5.308 0.541 0.885
C -1.489 5.246 -3.110
Ge -2.404 -3.167 -2.480
C -1.410 -4.330 -1.259
Se 0.278 -0.850 -2.408
C -3.218 0.305 0.419
H -3.606 4.917 -2.970
C 1.373 -3.670 1.891
N -4.489 -1.069 1.871
H -0.572 -4.819 -1.747
C 0.204 -5.574 3.014
C -2.182 -1.470 1.430
C 3.558 -0.048 -0.355
H -3.958 -2.178 -0.709
H -2.093 -5.106 -0.922
C 3.846 -2.296 1.027
C -0.254 4.696 -2.880
O 1.498 1.942 -1.340
H 3.432 0.871 -0.908
H 3.987 -3.198 1.603
N 4.948 -1.723 0.576
C -0.972 -3.500 2.263
```

E_LUMO	-6.7	eV
total charge	+2
multiplicity	1
gap between HOMO and LUMO	6.879	eV
energy relative to the best compared isomer or geometry (same formula, charge and spin)	0.0	kJ/mol

(2)
Computed, not measured: C31H33BrF4MnN4O2P as an isolated structure, with the ωB97M-V functional and the def2-TZVPD basis.

```
77
C31H33BrF4MnN4O2P | the Open Molecules 2025 dataset | the ωB97M-V functional and the def2-TZVPD basis
C -1.682 0.420 -2.445
C 2.597 1.615 -1.181
H 3.796 2.687 0.314
C 2.883 -4.514 -1.481
P -1.762 0.082 0.265
N 1.204 -2.995 0.016
H -2.205 2.960 -4.617
F -7.273 -2.178 0.862
C -0.379 3.165 2.538
C 1.992 -3.480 -3.551
H 3.526 -5.088 -2.133
Mn -0.266 -1.579 0.328
H 3.207 0.310 3.036
Br -2.216 -3.158 0.500
H 1.856 2.707 -2.906
H -0.173 -0.005 4.310
H 1.391 -3.210 2.437
C 2.083 0.568 -0.233
H -2.792 2.163 4.686
C -1.638 1.316 1.613
H 2.164 3.337 0.088
C -4.953 -2.495 0.687
H -0.998 3.850 4.479
F -6.942 0.509 0.718
C 2.434 0.534 2.293
C -2.404 1.281 2.771
N 2.038 -3.645 -2.098
C 2.887 0.051 0.911
H 2.586 -4.481 2.488
N 0.744 0.285 4.008
C -2.383 3.104 -2.484
C -0.613 2.260 1.514
O 0.564 -1.005 2.193
C -2.298 2.433 -1.275
H -1.590 0.566 -4.581
H 2.704 -4.165 -4.002
H 2.247 -2.455 -3.812
H 1.173 1.084 -2.735
F -4.501 1.555 0.474
N 2.019 -3.841 1.962
C -3.483 -0.577 0.486
C -1.788 1.090 -3.655
H -1.378 -0.619 -2.425
C 1.165 -0.110 2.801
H -3.203 0.556 2.877
C 2.038 -3.823 0.626
C -6.060 -1.664 0.738
C -4.612 0.227 0.535
H 0.621 2.388 -1.683
H -0.001 2.293 0.618
C -1.162 3.132 3.686
H 3.407 3.625 -1.126
C 1.497 1.970 -2.185
H 4.212 1.832 -2.617
H 1.147 1.094 4.447
H 4.616 0.769 -1.269
C 2.922 -4.642 -0.138
C -1.943 1.085 -1.248
C -5.889 -0.294 0.663
C 3.016 2.886 -0.425
H 3.926 0.362 0.787
H -2.654 4.152 -2.500
H 0.990 -3.693 -3.914
H 0.403 3.907 2.431
F -5.135 -3.811 0.759
H 3.531 0.201 -2.547
H 1.108 0.140 -0.455
H -2.506 2.959 -0.352
C -2.170 2.186 3.800
C 3.814 1.068 -1.946
C 1.184 -2.884 -1.336
H 2.306 1.620 2.300
C -3.693 -1.947 0.565
H 3.605 -5.333 0.331
H 2.894 -1.045 0.925
O 0.385 -2.081 -1.835
C -2.132 2.433 -3.674
```

E_LUMO (alpha / beta)	-2.3 / -2.4	eV
expectation value of S²	3.803
total charge	+1
multiplicity	4
gap between HOMO and LUMO (alpha / beta)	7.752 / 6.619	eV
energy relative to the best compared isomer or geometry (same formula, charge and spin)	0.0	kJ/mol

(3)
Computed, not measured: C31H33BrFN2OTeW as an isolated structure in a non-equilibrium geometry, with the ωB97M-V functional and the def2-TZVPD basis.

```
71
C31H33BrFN2OTeW | the Open Molecules 2025 dataset | the ωB97M-V functional and the def2-TZVPD basis
H -5.765 -0.942 3.543
C 2.210 -5.081 3.845
C -1.405 0.873 -1.927
H 1.762 0.431 -2.756
C -1.762 -0.108 -4.137
W -1.648 1.049 0.374
F -1.532 1.237 2.220
N -1.916 -0.116 -1.222
C -1.687 -0.025 -5.514
C 3.559 -1.925 0.218
C 1.160 -1.928 1.126
C 3.596 2.499 1.226
H 0.683 2.137 2.075
H 3.164 1.305 -3.362
Te 0.675 -0.417 -0.324
C -1.346 1.179 -6.120
C 5.570 3.711 0.273
C -5.798 1.448 -0.322
C 2.478 -2.412 1.148
C 3.051 1.276 -1.222
C -4.470 1.722 -0.148
C 4.123 2.148 -1.078
C 0.164 -2.532 1.910
C -6.392 0.552 0.559
H -1.297 1.236 -7.199
H 6.051 3.917 -0.680
C 2.509 1.649 1.130
H 4.063 -2.778 -0.236
H -0.239 -4.006 3.395
H 4.743 2.352 -1.943
C -1.117 2.233 -3.977
C -5.646 -0.015 1.599
H 3.803 2.988 2.171
C -1.067 2.307 -5.355
C 4.422 2.760 0.132
H 6.317 3.299 0.955
H 1.454 -5.205 4.617
C 2.814 0.646 -2.570
H -0.891 3.099 -3.367
H 3.171 -4.883 4.316
H -1.464 -1.122 1.830
H -6.355 1.930 -1.113
H -0.807 3.239 -5.838
C 0.527 -3.544 2.784
H -3.674 -0.075 2.463
H 1.260 0.490 2.474
C -1.468 1.023 -3.368
H -7.322 -0.731 2.718
Br -3.518 3.022 -1.161
C -6.268 -0.964 2.579
H -7.443 0.316 0.453
H 3.151 -1.319 -0.586
H 2.305 -6.029 3.309
H 5.233 4.652 0.708
N -3.692 1.140 0.790
H -1.883 -0.902 -6.116
C 1.564 1.521 2.288
C -4.306 0.303 1.670
H -1.697 -2.576 0.835
H -2.032 -1.030 -3.639
H 3.375 -0.288 -2.662
O -0.692 1.760 -1.196
H 2.000 1.911 3.206
H 3.802 -3.809 2.055
H 4.314 -1.341 0.746
C -1.298 -2.199 1.782
C 2.786 -3.430 2.040
C 1.841 -3.991 2.886
H -6.210 -1.981 2.185
H -1.864 -2.652 2.595
C 2.272 0.997 -0.089
```

E_LUMO (alpha / beta)	-8.4 / -7.9	eV
expectation value of S²	0.791
total charge	+2
multiplicity	2
gap between HOMO and LUMO (alpha / beta)	5.338 / 5.775	eV
energy relative to the best compared isomer or geometry (same formula, charge and spin)	202.8	kJ/mol